Formula: C29H29INOP2S2W
Source: OMol25
Level of theory: ωB97M-V/def2-TZVPD

```
66
Properties=species:S:1:pos:R:3:nbo_charge:R:1
W 0.1649 -0.9735 -1.9715 0.96
S 2.5607 -0.4756 -1.7867 -0.15
P 1.9296 -0.8111 0.1752 1.37
C 0.1641 -0.5434 0.0907 -1.06
P -0.2088 1.1623 -0.2680 1.44
S -0.1828 1.2986 -2.4552 -0.04
C 0.8920 2.4310 0.3899 -0.36
C 2.0272 2.8818 -0.2810 -0.20
C 2.8348 3.8188 0.3410 -0.18
C 2.5196 4.2868 1.6095 -0.13
C 1.3896 3.8265 2.2709 -0.19
C 0.5655 2.8956 1.6654 -0.19
C -1.9207 1.4619 0.1830 -0.49
C -2.6087 0.5039 0.9268 -0.12
C -3.9102 0.7667 1.3135 -0.21
C -4.5155 1.9617 0.9462 -0.14
C -3.8195 2.9146 0.2115 -0.19
C -2.5144 2.6716 -0.1751 -0.17
C 3.0253 0.0357 1.3164 -0.37
C 4.3003 0.3790 0.8684 -0.20
C 5.1726 0.9845 1.7522 -0.18
C 4.7694 1.2510 3.0532 -0.14
C 3.4970 0.9020 3.4891 -0.19
C 2.6074 0.2914 2.6222 -0.19
C 2.0274 -2.6277 0.3046 -0.34
C 1.1079 -3.3904 -0.4248 -0.17
C 1.1554 -4.7706 -0.3750 -0.18
C 2.1130 -5.3898 0.4244 -0.14
C 3.0375 -4.6419 1.1350 -0.16
C 3.0098 -3.2555 1.0640 -0.17
H 2.2613 2.5313 -1.2798 0.23
H 3.7127 4.1978 -0.1587 0.25
H 3.1506 5.0228 2.0849 0.25
H 1.1445 4.1986 3.2550 0.25
H -0.3292 2.5342 2.1553 0.24
H -2.1066 -0.4183 1.1959 0.23
H -4.4441 0.0478 1.9158 0.25
H -5.5282 2.1679 1.2536 0.25
H -4.2840 3.8503 -0.0533 0.25
H -1.9485 3.4023 -0.7381 0.24
H 4.6050 0.1674 -0.1475 0.23
H 6.1638 1.2512 1.4202 0.25
H 5.4550 1.7353 3.7312 0.25
H 3.2103 1.1142 4.5072 0.25
H 1.6142 0.0007 2.9359 0.23
H 0.2531 -2.8724 -1.0048 0.12
H 0.4586 -5.3681 -0.9438 0.24
H 2.1229 -6.4659 0.4779 0.26
H 3.7815 -5.1349 1.7426 0.26
H 3.7315 -2.6579 1.6013 0.24
C -5.1779 0.0814 -2.9293 -0.43
N -4.1802 -0.7010 -2.2262 -0.31
C -4.6337 -1.9349 -1.6275 -0.44
C -2.9398 -0.3320 -2.2111 0.54
O -1.9749 -0.9498 -1.6269 -0.71
H -6.1478 -0.0450 -2.4506 0.25
H -5.2713 -0.2579 -3.9650 0.24
H -4.9207 1.1401 -2.9364 0.23
H -5.3641 -1.7349 -0.8405 0.24
H -3.7883 -2.4751 -1.2020 0.23
H -5.1268 -2.5501 -2.3849 0.25
H -2.7017 0.5954 -2.7571 0.19
I 1.2582 -2.4766 -4.2936 0.58
C -0.7510 -2.3116 -3.4286 -0.76
H -1.1223 -3.3322 -3.2622 0.28
H -1.3742 -1.8683 -4.2227 0.27
```

The LUMO energy comes out at -11.40 eV. The molar mass is 844.4 Da. Its HOMO-LUMO gap is 5.620 eV. The strongest force on any atom is 2.566 eV/Å. Its total charge is +3. Its energy above the lowest of the compared OMol25 structures with the same formula, charge and spin is 238.7 kJ/mol. The highest occupied orbital energy comes out at -17.02 eV. For the total energy, the calculation gives -3095.341205 a.u.